{"formula": "C10H16AlBr3F9O2S", "method": "wB97M-V/def2-TZVPD", "symbols": ["H", "F", "H", "H", "C", "Br", "H", "H", "C", "F", "C", "C", "H", "F", "Br", "C", "C", "F", "Al", "O", "H", "C", "H", "S", "F", "H", "C", "F", "H", "F", "H", "Br", "C", "H", "F", "H", "H", "H", "F", "H", "C", "O"], "positions_angstrom": [[2.11843, -3.17072, 2.15554], [-3.42398, -2.50299, 1.24152], [-3.25835, 3.57012, 0.74451], [3.19840, 2.97735, -1.20435], [-0.62586, -0.87722, -0.89258], [-1.04728, 4.61753, 1.16716], [2.08069, -3.19596, 0.28764], [2.02843, 1.27961, -3.28021], [-2.95967, 4.60876, 0.86383], [-4.55452, -0.44443, 1.49071], [3.39301, -1.63064, 1.24142], [-1.84148, -1.80436, -0.45369], [-0.43331, -1.15411, -3.09739], [-1.38560, -1.94329, 1.95586], [-3.93771, 5.30747, 2.38708], [1.60833, -0.69149, -2.33308], [1.46326, 0.90514, -2.36473], [-1.29916, -3.13248, -0.45137], [2.13376, 1.87248, -0.69169], [2.51629, -0.58885, 0.93645], [0.98769, 2.65839, 0.11578], [3.20484, 0.66268, 0.60106], [4.22928, 0.53050, 0.13569], [-2.97039, 0.12496, 1.47821], [-3.55206, 1.59174, 1.98292], [2.38908, -1.08960, -1.61380], [2.74628, -3.10050, 1.19911], [-2.86757, -1.87305, -1.43431], [1.96437, -1.00498, -3.38046], [-2.88358, -0.31891, 3.09565], [3.27289, 1.26028, 1.58117], [-3.43410, 5.52690, -0.77746], [0.17389, -1.40233, -2.16314], [0.11111, -0.75720, -0.02953], [-3.19367, 0.62730, -0.07363], [3.54720, -3.89623, 1.23736], [-0.98155, 0.18185, -1.13943], [0.36758, -2.51758, -2.18551], [-1.45370, 0.75293, 1.59938], [0.36247, 1.14212, -2.52199], [-2.37619, -1.58144, 1.01844], [4.58244, -1.51976, 1.57183]], "homo_lumo_gap_ev": 6.4, "homo_ev": -5.3, "total_charge": -1, "multiplicity": 1}

{"formula": "C5H8N2", "method": "wB97M-V/def2-TZVPD", "symbols": ["C", "C", "H", "H", "H", "H", "C", "H", "H", "N", "H", "C", "N", "C", "H"], "positions_angstrom": [[-0.52591, 1.39358, 0.25980], [2.27089, -1.00045, -0.06857], [-1.40994, -1.96740, 0.06336], [-0.49221, -0.08177, -1.34113], [-2.05188, -0.80297, 1.23677], [1.59944, 0.66714, -1.13982], [-0.74031, 0.02749, -0.28251], [2.35469, 1.03974, 0.42037], [-0.17188, 2.16085, -0.42919], [0.38850, 0.30997, 0.58997], [-2.69139, -0.84581, -0.42373], [1.67412, 0.34663, -0.08553], [2.71444, -2.06609, -0.06927], [-1.78748, -0.94702, 0.18527], [-1.13111, 1.76611, 1.08420]], "homo_lumo_gap_ev": 10.8, "homo_ev": -9.9, "total_charge": 0, "multiplicity": 1, "smiles": "C[C@H]1CN1CC#N"}

{"formula": "C11H16N4O5", "method": "wB97M-V/def2-TZVPD", "symbols": ["C", "H", "H", "H", "O", "C", "C", "C", "H", "C", "H", "N", "N", "O", "O", "H", "H", "N", "C", "H", "C", "H", "C", "C", "H", "H", "H", "H", "N", "C", "O", "H", "O", "H", "C", "H"], "positions_angstrom": [[4.71312, -1.03730, 0.38714], [2.20840, 0.51087, 0.39777], [5.01162, -4.26113, -0.10018], [6.51621, -1.98263, 0.12970], [-2.68617, -0.16217, 2.49946], [-2.90545, 0.87913, 1.58061], [-3.68988, 2.00369, -1.37172], [-2.82779, 2.98603, -2.03487], [-2.81946, 4.68819, -2.92272], [0.03394, 0.08216, 1.17017], [-3.46615, -0.08727, -1.01904], [-0.94857, -0.03454, 0.22177], [0.34493, -2.22552, 0.47752], [0.24278, 1.02791, 2.02727], [-3.88058, 1.68101, 1.68095], [1.25245, -1.16533, 2.06910], [1.14062, -2.86000, 0.09847], [5.42959, -2.25397, 0.38264], [-2.02474, 1.04791, 0.24240], [-2.15568, -0.80023, 1.94112], [3.36129, -1.43514, 0.24887], [-3.97511, 2.65323, -0.43626], [4.60890, -3.21502, 0.01407], [0.98468, -1.07241, 1.03976], [-0.12971, -2.67246, 1.22658], [-1.98470, 0.77051, -1.78125], [-0.80843, -0.67282, -0.52987], [-4.42858, 1.80677, -2.10398], [3.30179, -2.76484, -0.03242], [-2.82541, 0.83562, -1.03353], [-3.56121, 4.12932, -2.44445], [1.89679, -0.65180, -0.96397], [-1.65564, 2.89108, -2.10856], [-1.66444, 2.08897, 0.16298], [2.16311, -0.63594, 0.15841], [5.22746, -0.09190, 0.72606]], "homo_lumo_gap_ev": 9.4, "homo_ev": -9.0, "total_charge": 0, "multiplicity": 1, "smiles": "N[C@@H](Cc1c[nH]cn1)C(=O)N[C@@H](CCC(=O)O)C(=O)O"}